Entry 1:
C2H32N3O12 | ωB97M-V with the def2-TZVPD basis set

Element x y z (Å)
C1 -2.23 -0.74 3.21
N1 -2.49 -0.58 1.78
C2 -1.55 -0.93 0.88
N2 -1.96 -1.32 -0.34
N3 -0.24 -1.04 1.13
H1 -1.45 -1.50 3.40
H2 -3.16 -0.88 3.76
H3 -1.81 0.18 3.67
H4 -3.38 -0.21 1.44
H5 -2.83 -0.96 -0.71
H6 -1.29 -1.71 -0.98
H7 0.36 -1.55 0.47
H8 0.17 -0.55 1.91
H9 -0.12 2.71 -3.97
H10 0.08 1.31 -3.23
O1 -0.11 2.25 -3.13
H11 1.94 -3.76 1.05
H12 1.20 -3.39 2.50
O2 1.50 -3.13 1.63
H13 0.53 -1.22 -2.31
H14 -0.58 -0.66 -3.34
O3 -0.31 -0.66 -2.42
H15 3.85 -0.90 0.35
H16 2.66 -1.27 0.99
O4 2.95 -1.10 0.06
H17 0.05 3.78 2.48
H18 -0.28 2.84 1.40
O5 -0.27 2.87 2.39
H19 -4.66 1.26 -0.57
H20 -3.47 1.62 -1.40
O6 -3.78 0.92 -0.75
H21 2.51 -0.75 -2.16
H22 2.10 -1.82 -3.23
O7 2.01 -1.65 -2.27
H23 0.10 1.49 -0.35
H24 0.75 2.68 -0.97
O8 0.11 2.46 -0.29
H25 2.44 1.06 0.55
H26 3.21 2.44 0.06
O9 2.74 1.64 -0.17
H27 2.45 -3.20 -0.98
H28 1.94 -4.08 -2.02
O10 2.38 -4.15 -1.17
H29 -1.96 3.15 -1.47
H30 -2.16 2.56 -2.76
O11 -2.71 2.89 -2.02
H31 0.92 1.61 2.47
H32 2.29 1.11 3.00
O12 1.57 0.87 2.40

Calculated values
Orbital gap (alpha / beta): 2.53 / 10.03 eV
Spin multiplicity: 2

---

Entry 2:
C32H43Cl3N4OPdS | ωB97M-V with the def2-TZVPD basis set

Element x y z (Å)
Pd1 1.07 -0.95 -2.48
C1 -0.81 -3.66 -1.92
C2 -0.61 -2.49 -2.83
C3 0.25 -2.65 -3.98
C4 0.80 -4.01 -4.32
C5 0.57 -1.52 -4.73
C6 1.58 -1.62 -5.85
C7 -0.08 -0.29 -4.42
C8 0.21 0.94 -5.22
C9 -1.19 -0.23 -3.49
C10 -2.07 0.99 -3.50
C11 -1.44 -1.32 -2.68
C12 -2.52 -1.30 -1.64
H1 -1.76 -4.16 -2.15
H2 -0.86 -3.35 -0.87
H3 -0.02 -4.41 -2.02
H4 1.07 -4.07 -5.37
H5 0.05 -4.78 -4.14
H6 1.68 -4.26 -3.73
H7 1.08 -1.77 -6.80
H8 2.27 -2.45 -5.70
H9 2.19 -0.72 -5.94
H10 0.16 1.85 -4.63
H11 -0.55 1.04 -6.01
H12 1.17 0.91 -5.73
H13 -2.67 0.98 -4.41
H14 -1.51 1.92 -3.51
H15 -2.76 1.01 -2.66
H16 -2.63 -0.31 -1.20
H17 -2.32 -2.00 -0.83
H18 -3.47 -1.58 -2.08
N1 2.46 0.65 -2.80
C13 3.92 0.47 -3.10
C14 4.49 -0.64 -2.25
C15 4.10 -2.02 -2.79
C16 3.49 -2.90 -1.72
N2 2.22 -2.28 -1.21
H19 2.04 1.20 -3.54
H20 2.38 1.22 -1.96
H21 4.43 1.42 -2.92
H22 4.01 0.25 -4.16
H23 4.11 -0.50 -1.23
H24 5.57 -0.54 -2.17
H25 4.96 -2.52 -3.24
H26 3.35 -1.92 -3.58
H27 4.18 -3.03 -0.88
H28 3.26 -3.89 -2.10
H29 2.42 -1.74 -0.38
H30 1.59 -3.02 -0.92
Cl1 -4.88 5.32 5.44
C17 -3.61 4.23 5.20
C18 -3.64 3.37 4.05
C19 -2.60 2.52 3.78
C20 -1.52 2.40 4.65
C21 -0.38 1.47 4.31
C22 0.51 1.96 3.13
N3 0.14 1.55 1.79
C23 -0.30 2.39 0.79
C24 -0.19 1.69 -0.37
N4 0.35 0.44 -0.13
C25 0.52 0.39 1.17
O1 -0.85 0.17 4.03
C26 -1.95 -0.29 4.82
C27 -1.95 0.31 6.19
C28 -3.04 1.10 6.73
Cl2 -4.51 1.33 6.03
S1 -2.77 1.60 8.37
C29 -1.24 0.86 8.32
C30 -0.95 0.19 7.13
C31 -1.52 3.26 5.81
Cl3 -0.18 3.26 6.85
C32 -2.54 4.18 6.07
H31 -4.49 3.46 3.38
H32 -2.63 1.90 2.88
H33 0.30 1.43 5.17
H34 1.53 1.64 3.33
H35 0.52 3.05 3.15
H36 -0.63 3.40 0.99
H37 -0.46 2.01 -1.36
H38 0.94 -0.43 1.73
H39 -1.84 -1.37 4.90
H40 -2.89 -0.08 4.31
H41 -0.62 0.89 9.21
H42 -0.03 -0.36 6.99
H43 -2.48 4.84 6.92

Calculated values
Orbital gap (alpha / beta): 2.95 / 2.92 eV
ΔE to the lowest compared entry with this formula, charge and spin: 6.5 kcal per mole
Spin multiplicity: 1
Charge: +4

---

Entry 3:
C32H45FeN6OPSSe | ωB97M-V with the def2-TZVPD basis set

Element x y z (Å)
Fe1 -0.19 -0.46 0.35
C1 -1.28 -3.04 -1.07
C2 -2.32 -2.52 -0.09
N1 -1.68 -1.92 1.10
C3 -1.30 -2.86 2.18
C4 -0.08 -3.74 1.92
S1 1.38 -2.89 1.23
C5 1.60 -3.63 -0.40
C6 1.10 -2.77 -1.56
N2 -0.17 -2.07 -1.25
H1 -1.75 -3.27 -2.02
H2 -0.85 -3.97 -0.71
H3 -3.02 -3.32 0.18
H4 -2.88 -1.73 -0.58
H5 -2.37 -1.30 1.51
H6 -2.14 -3.52 2.40
H7 -1.11 -2.25 3.07
H8 -0.31 -4.59 1.28
H9 0.24 -4.14 2.88
H10 1.14 -4.62 -0.40
H11 2.67 -3.80 -0.53
H12 0.97 -3.41 -2.44
H13 1.84 -2.01 -1.81
H14 -0.37 -1.48 -2.05
N3 0.37 1.81 0.24
C7 -0.02 2.41 1.51
C8 -0.71 3.61 1.56
C9 -0.99 4.18 2.80
C10 -0.56 3.57 3.97
C11 0.12 2.36 3.91
C12 0.37 1.75 2.68
P1 1.13 0.14 2.37
C13 2.76 0.62 1.71
C14 3.50 1.63 2.34
C15 4.74 2.00 1.84
C16 5.26 1.38 0.72
C17 4.52 0.39 0.07
C18 3.28 0.01 0.57
C19 1.49 -0.73 3.90
C20 0.45 -0.97 4.81
C21 0.69 -1.67 5.98
C22 1.96 -2.14 6.25
C23 3.00 -1.92 5.36
C24 2.77 -1.21 4.18
H15 1.37 1.93 0.11
H16 -0.10 2.31 -0.51
H17 -0.99 4.12 0.65
H18 -1.52 5.12 2.84
H19 -0.74 4.04 4.92
H20 0.44 1.87 4.82
H21 3.11 2.12 3.22
H22 5.31 2.77 2.34
H23 6.23 1.66 0.34
H24 4.93 -0.10 -0.80
H25 2.73 -0.78 0.08
H26 -0.54 -0.58 4.61
H27 -0.12 -1.84 6.68
H28 2.15 -2.68 7.17
H29 3.99 -2.28 5.58
H30 3.59 -1.05 3.49
C25 -5.21 2.15 0.15
N4 -3.86 1.91 -0.37
C26 -3.27 2.97 -1.17
C27 -3.19 0.84 -0.02
O1 -2.00 0.59 -0.32
H31 -5.81 2.63 -0.62
H32 -5.18 2.79 1.03
H33 -5.68 1.20 0.41
H34 -3.96 3.24 -1.97
H35 -2.34 2.63 -1.59
H36 -3.10 3.86 -0.56
H37 -3.78 0.13 0.58
C28 -2.69 1.33 -5.63
N5 -1.41 0.93 -6.23
C29 -1.22 0.73 -7.54
C30 0.10 0.38 -7.71
N6 0.68 0.36 -6.49
C31 2.08 0.04 -6.24
C32 -0.25 0.70 -5.55
Se1 0.04 0.84 -3.76
H38 -3.27 1.86 -6.38
H39 -2.50 1.98 -4.78
H40 -3.23 0.44 -5.31
H41 -2.00 0.86 -8.28
H42 0.65 0.15 -8.61
H43 2.63 0.16 -7.17
H44 2.17 -0.98 -5.89
H45 2.48 0.73 -5.49

Calculated values
Orbital gap (alpha / beta): 7.97 / 4.32 eV
Spin multiplicity: 6
Charge: +3

---

Entry 4:
H20O10 | ωB97M-V with the def2-TZVPD basis set

Element x y z (Å)
H1 -1.50 0.63 0.73
H2 -0.51 0.58 -0.42
H3 2.86 0.16 2.50
H4 3.51 0.75 1.26
H5 -2.50 -4.99 0.51
H6 -1.64 -4.12 -0.39
H7 1.03 -1.09 0.54
H8 0.74 -1.24 -0.95
H9 2.87 2.92 0.41
H10 2.28 1.63 -0.14
H11 1.89 -1.74 4.41
H12 1.42 -0.39 3.89
H13 2.63 -1.48 -3.61
H14 2.78 -1.34 -2.10
H15 3.18 0.46 -3.21
H16 2.11 0.90 -2.23
H17 -2.99 4.67 0.01
H18 -3.75 4.31 1.27
H19 -5.10 -1.65 -0.59
H20 -5.63 -0.31 -0.10
O1 -0.74 0.14 0.41
O2 2.69 0.34 1.57
O3 -2.47 -4.12 0.09
O4 0.31 -1.03 -0.11
O5 2.11 2.33 0.50
O6 1.95 -1.16 3.64
O7 2.12 -1.30 -2.81
O8 2.54 1.16 -3.05
O9 -3.88 4.51 0.34
O10 -5.10 -0.71 -0.80

Calculated values
Orbital gap: 8.09 eV
ΔE to the lowest compared entry with this formula, charge and spin: 194.7 kcal per mole
Spin multiplicity: 1

---

Entry 5:
C41H39N6O4PdS2 | ωB97M-V with the def2-TZVPD basis set

Element x y z (Å)
Pd1 -1.41 1.38 -0.50
C1 3.49 1.03 -0.04
N1 2.63 2.17 0.25
C2 2.87 3.14 1.21
C3 1.85 4.01 1.16
N2 0.99 3.57 0.16
C4 1.48 2.42 -0.39
S1 0.80 1.42 -1.58
C5 -0.16 4.29 -0.24
C6 -0.06 5.67 -0.35
C7 -1.19 6.39 -0.69
C8 -2.37 5.71 -0.92
C9 -2.37 4.33 -0.81
N3 -1.29 3.63 -0.47
H1 4.32 1.04 0.66
H2 3.87 1.10 -1.06
H3 2.92 0.11 0.06
H4 3.74 3.11 1.84
H5 1.64 4.88 1.75
H6 0.90 6.15 -0.21
H7 -1.13 7.47 -0.79
H8 -3.28 6.23 -1.19
H9 -3.27 3.76 -0.98
S2 -4.67 0.41 -3.66
C10 -3.80 1.77 -4.24
C11 -2.89 2.16 -3.31
N4 -2.89 1.40 -2.16
C12 -3.77 0.44 -2.22
H10 -3.98 2.19 -5.21
H11 -2.18 2.96 -3.42
H12 -3.89 -0.29 -1.44
C13 5.51 -4.55 -2.03
C14 4.26 -4.33 -2.84
C15 4.25 -4.66 -4.19
C16 3.11 -4.46 -4.96
C17 1.97 -3.94 -4.38
C18 1.97 -3.60 -3.03
N5 0.80 -3.04 -2.47
C19 0.07 -3.60 -1.45
C20 0.33 -4.91 -1.02
C21 -0.41 -5.49 -0.01
C22 -1.44 -4.79 0.61
C23 -1.70 -3.49 0.20
C24 -0.96 -2.88 -0.81
C25 -1.26 -1.46 -1.17
O1 -1.84 -0.75 -0.25
O2 -0.99 -1.02 -2.30
C26 3.12 -3.77 -2.25
C27 3.13 -3.34 -0.81
H13 6.26 -5.08 -2.62
H14 5.31 -5.15 -1.14
H15 5.95 -3.61 -1.70
H16 5.14 -5.09 -4.64
H17 3.11 -4.72 -6.01
H18 1.06 -3.80 -4.95
H19 0.39 -2.21 -2.88
H20 1.11 -5.48 -1.51
H21 -0.19 -6.50 0.29
H22 -2.04 -5.25 1.38
H23 -2.50 -2.93 0.66
H24 2.36 -2.59 -0.64
H25 4.11 -2.93 -0.53
H26 2.93 -4.18 -0.14
C28 -2.48 -1.16 3.13
O3 -2.25 0.19 3.52
C29 -2.87 1.16 2.84
C30 -3.86 0.95 1.88
C31 -4.51 2.03 1.31
C32 -4.19 3.33 1.67
C33 -3.18 3.55 2.58
C34 -2.50 2.48 3.14
N6 -1.47 2.76 4.09
C35 -0.29 2.19 4.32
C36 0.45 1.25 3.61
C37 1.51 0.61 4.33
C38 2.17 -0.46 3.81
C39 1.79 -0.93 2.52
C40 0.85 -0.31 1.77
C41 0.18 0.86 2.25
O4 -0.57 1.59 1.54
H27 -1.82 -1.76 3.75
H28 -2.22 -1.30 2.08
H29 -3.51 -1.45 3.31
H30 -4.12 -0.06 1.60
H31 -5.30 1.84 0.58
H32 -4.73 4.17 1.24
H33 -2.89 4.56 2.85
H34 -1.72 3.47 4.76
H35 0.14 2.52 5.26
H36 1.74 0.96 5.33
H37 2.94 -0.96 4.38
H38 2.28 -1.82 2.13
H39 0.58 -0.67 0.79

Calculated values
Orbital gap (alpha / beta): 6.07 / 5.48 eV
ΔE to the lowest compared entry with this formula, charge and spin: 0.5 kcal per mole
Spin multiplicity: 3
Charge: +1

---

Entry 6:
C4H6N2O | ωB97M-V with the def2-TZVPD basis set

Element x y z (Å)
C1 0.82 -0.14 -2.19
C2 -0.14 -0.36 -1.05
N1 -1.23 -0.98 -1.13
O1 -1.93 -0.55 1.20
C3 -0.81 -0.06 1.34
N2 -0.45 0.57 2.52
C4 0.21 -0.07 0.32
H1 0.46 -0.60 -3.11
H2 0.94 0.94 -2.34
H3 1.80 -0.56 -1.93
H4 0.24 1.31 2.49
H5 -1.22 0.73 3.15
H6 1.26 -0.14 0.59

Calculated values
Orbital gap (alpha / beta): 7.41 / 9.07 eV
ΔE to the lowest compared entry with this formula, charge and spin: 82.5 kcal per mole
Spin multiplicity: 1